[1]
C17H36AsN3O2OsS3Si2 | ωB97M-V with the def2-TZVPD basis set

Values from the calculation:
gap between HOMO and LUMO: 6.878 eV
LUMO level: -6.97 eV
charge: +2
energy above the lowest of the compared OMol25 structures with the same formula, charge and spin: 143.91 kJ/mol

Last column: Löwdin charge in e.
Geometry (Å):
1 Os 0.301 0.383 -0.085  0.788
2 As 2.956 0.492 2.933  0.870
3 S -0.595 2.161 2.624  0.771
4 S 2.412 0.226 0.821  0.313
5 S 0.367 1.992 -1.564  0.680
6 Si -2.614 -0.044 -1.471  0.434
7 Si -1.240 -2.426 0.360  0.475
8 O 0.247 -2.756 -0.566  -0.205
9 O 0.489 1.771 3.534  -0.621
10 N -0.787 4.372 -1.618  0.134
11 N -0.609 1.682 1.234  -0.596
12 N 0.706 4.151 0.144  0.144
13 C -4.059 -1.219 -1.557  -0.169
14 C 4.696 -0.317 2.836  -0.253
15 C -1.840 0.038 -3.180  -0.208
16 C 1.054 -1.476 -0.949  -0.318
17 C -1.090 5.660 -1.337  -0.210
18 C -2.075 6.352 -2.210  0.025
19 C 0.436 5.428 0.486  -0.245
20 C 3.243 2.287 3.562  -0.219
21 C -1.467 -0.625 0.001  -0.493
22 C 1.141 5.950 1.687  0.008
23 C -3.284 1.623 -0.949  -0.183
24 C 1.956 -0.599 4.148  -0.222
25 C 0.376 -2.298 -1.958  -0.084
26 C -0.464 6.206 -0.241  0.078
27 C 0.084 3.644 -0.877  -0.616
28 C -0.704 -2.688 2.107  -0.121
29 C -2.386 -3.732 -0.249  -0.131
30 H 4.293 2.380 3.834  0.051
31 H 0.984 -0.151 4.324  0.020
32 H -1.239 3.921 -2.407  0.159
33 H -1.557 -2.693 2.789  0.061
34 H -2.196 0.941 -3.680  0.039
35 H 0.819 5.378 2.560  0.096
36 H 5.275 0.172 2.055  0.047
37 H -2.507 2.288 -0.572  -0.016
38 H 0.944 7.004 1.859  0.095
39 H -2.041 -0.178 0.829  0.020
40 H -2.020 -4.700 0.102  0.059
41 H 4.591 -1.376 2.612  0.048
42 H 2.213 5.792 1.573  0.103
43 H -2.185 -0.804 -3.785  0.046
44 H -3.822 -2.144 -2.084  0.030
45 H 2.999 2.958 2.744  0.034
46 H -1.792 6.260 -3.260  0.108
47 H 1.873 -1.595 3.718  0.039
48 H 5.185 -0.183 3.800  0.056
49 H -0.561 -1.964 -2.380  0.082
50 H -3.802 2.104 -1.782  0.042
51 H -4.481 -1.466 -0.582  0.046
52 H -0.750 0.057 -3.226  -0.007
53 H -4.011 1.495 -0.144  0.050
54 H -2.459 -3.765 -1.336  0.044
55 H 2.531 -0.649 5.072  0.062
56 H -0.669 7.228 0.041  0.142
57 H -3.394 -3.599 0.148  0.053
58 H 2.592 2.487 4.406  0.041
59 H -4.845 -0.717 -2.129  0.054
60 H 0.930 -3.027 -2.537  0.140
61 H -2.136 7.406 -1.955  0.102
62 H -0.204 -3.655 2.198  0.060
63 H 2.085 -1.775 -0.799  0.051
64 H -3.064 5.906 -2.081  0.111
65 H -0.023 -1.901 2.439  0.008

---

[2]
C9H11BrN4O | ωB97M-V with the def2-TZVPD basis set

Values from the calculation:
gap between HOMO and LUMO (spin up / spin down): 6.430 / 6.430 eV
LUMO level (spin up / spin down): -8.73 / -8.72 eV
charge: +2
energy above the lowest of the compared OMol25 structures with the same formula, charge and spin: 33.74 kJ/mol

Last column: Löwdin charge in e.
Geometry (Å):
1 Br -11.508 1.261 2.282  0.867
2 O -8.355 5.290 1.268  0.224
3 N 8.700 -4.115 -3.981  0.316
4 N 9.327 -4.676 -3.176  -0.027
5 N 10.518 -4.325 -2.792  0.091
6 N 10.164 -2.724 -4.376  0.024
7 C -9.936 2.328 2.608  -0.525
8 C -7.838 2.791 3.765  0.029
9 C -7.635 3.927 3.023  0.082
10 C -9.126 0.798 4.567  0.003
11 C -8.513 4.273 1.905  -0.341
12 C 10.932 -3.085 -3.442  -0.012
13 C 10.079 -2.052 -5.590  -0.057
14 C -8.999 1.867 3.606  -0.153
15 C -9.740 3.442 1.813  0.082
16 H -7.144 2.491 4.635  0.162
17 H 10.403 -0.901 -5.477  0.165
18 H -10.487 3.692 1.215  0.080
19 H 10.909 -4.962 -2.122  0.170
20 H -8.396 0.088 4.338  0.116
21 H 11.802 -2.680 -2.975  0.156
22 H 9.113 -2.070 -5.913  0.054
23 H -10.177 0.444 4.358  0.077
24 H -6.866 4.779 3.105  0.180
25 H -8.863 1.075 5.558  0.117
26 H 10.702 -2.449 -6.402  0.119

---

[3]
H14O8V | ωB97M-V with the def2-TZVPD basis set

Values from the calculation:
gap between HOMO and LUMO (spin up / spin down): 10.151 / 10.461 eV
LUMO level (spin up / spin down): -8.22 / -7.91 eV
charge: +2
spin multiplicity: 2
energy above the lowest of the compared OMol25 structures with the same formula, charge and spin: 32.08 kJ/mol

Last column: Löwdin charge in e.
Geometry (Å):
1 V 20.638 11.679 -13.659  1.071
2 O 18.494 9.871 -11.303  -0.038
3 O 19.330 12.401 -12.038  -0.055
4 O 21.673 11.908 -15.582  -0.044
5 O 22.135 9.167 -14.740  -0.043
6 O 19.587 10.581 -13.942  -0.154
7 O 19.100 13.010 -14.915  -0.036
8 O 21.966 10.882 -12.147  -0.023
9 O 21.644 13.569 -13.294  -0.058
10 H 19.044 9.135 -11.002  0.073
11 H 22.301 11.486 -16.187  0.117
12 H 18.951 11.723 -11.430  0.074
13 H 17.597 9.624 -11.036  0.086
14 H 21.206 14.266 -12.776  0.114
15 H 18.733 13.162 -11.993  0.115
16 H 22.599 9.052 -15.582  0.072
17 H 21.835 10.788 -11.188  0.128
18 H 22.735 8.777 -14.092  0.059
19 H 19.111 12.963 -15.884  0.102
20 H 18.403 13.649 -14.702  0.109
21 H 22.479 13.963 -13.598  0.124
22 H 21.557 12.814 -15.917  0.101
23 H 22.715 10.309 -12.369  0.104

---

[4]
C16H18LaN2O5 | ωB97M-V with the def2-TZVPD basis set

Values from the calculation:
gap between HOMO and LUMO: 4.414 eV
LUMO level: -13.30 eV
charge: +3
energy above the lowest of the compared OMol25 structures with the same formula, charge and spin: 98.09 kJ/mol

Last column: Löwdin charge in e.
Geometry (Å):
1 La -1.137 0.990 -1.437  1.957
2 O -0.581 3.582 -4.159  0.194
3 O 2.546 0.112 3.396  0.126
4 O -2.968 -2.457 -2.310  0.186
5 O 0.513 -1.426 -3.461  0.220
6 O -2.729 -0.328 -4.949  0.178
7 N -1.235 -0.111 0.537  -0.233
8 N 2.942 -0.178 1.147  -0.059
9 C -0.825 2.773 -3.360  -0.049
10 C 2.125 -2.421 0.279  -0.045
11 C 0.080 0.208 0.803  -0.173
12 C 4.355 0.143 1.419  -0.185
13 C -0.217 -0.868 2.946  0.119
14 C 0.636 -0.281 1.986  -0.063
15 C -2.543 0.236 -3.937  -0.020
16 C -5.872 2.001 -0.865  -0.067
17 C -6.005 1.757 -2.181  -0.062
18 C 0.132 -0.790 -2.550  -0.091
19 C -2.050 -0.728 1.453  -0.050
20 C -1.575 -1.124 2.680  0.058
21 C 4.533 1.611 1.819  -0.062
22 C -2.454 -1.423 -2.012  -0.035
23 C 2.690 -1.039 -0.050  -0.190
24 C 2.130 -0.103 2.252  -0.388
25 H -3.065 -0.856 1.116  0.131
26 H -5.978 1.148 -0.179  0.056
27 H 2.016 -0.498 -0.739  0.050
28 H 5.602 1.818 1.988  0.100
29 H 0.644 0.827 0.056  0.077
30 H 4.161 2.268 1.014  0.078
31 H 2.050 -2.972 -0.676  0.090
32 H -2.233 -1.617 3.403  0.156
33 H 1.097 -2.371 0.698  0.068
34 H 3.985 1.826 2.751  0.076
35 H -5.600 2.479 -2.875  0.046
36 H 4.693 -0.494 2.265  0.146
37 H 3.669 -1.144 -0.553  0.137
38 H 4.943 -0.066 0.506  0.128
39 H -5.347 2.914 -0.548  0.053
40 H -6.177 0.751 -2.530  0.050
41 H 2.811 -2.985 0.956  0.122
42 H 0.239 -1.163 3.900  0.166

---

[5]
C3ClO2 | ωB97M-V with the def2-TZVPD basis set

Values from the calculation:
gap between HOMO and LUMO: 7.425 eV
LUMO level: 3.15 eV
charge: -1
energy above the lowest of the compared OMol25 structures with the same formula, charge and spin: 124.78 kJ/mol

Last column: Löwdin charge in e.
Geometry (Å):
1 Cl 0.250 2.909 -1.130  0.581
2 O 0.006 -1.846 -0.551  -0.063
3 O -0.220 -1.570 1.637  -0.046
4 C -0.032 0.302 0.034  -0.003
5 C -0.151 -1.186 0.481  -0.802
6 C 0.147 1.391 -0.471  -0.666

---

[6]
C8H13N2O2 | ωB97M-V with the def2-TZVPD basis set

Values from the calculation:
gap between HOMO and LUMO (spin up / spin down): 8.161 / 8.162 eV
LUMO level (spin up / spin down): -4.90 / -4.90 eV
charge: +1
energy above the lowest of the compared OMol25 structures with the same formula, charge and spin: 364.58 kJ/mol

Last column: Löwdin charge in e.
Geometry (Å):
1 O -0.907 -1.002 2.227  -0.051
2 O -1.434 1.189 -1.913  0.006
3 N 0.903 -0.321 0.971  0.039
4 N 0.657 0.955 -1.062  0.125
5 C 1.541 0.247 -0.295  -0.367
6 C -2.304 -1.082 2.653  0.002
7 C -0.601 0.650 -1.112  -0.391
8 C -0.832 2.147 -2.885  0.013
9 C -1.223 -0.122 -0.026  0.153
10 C 2.176 -0.839 -1.071  0.000
11 C 1.686 -0.700 1.850  0.191
12 C -0.488 -0.522 1.010  -0.218
13 H -0.157 2.923 -2.383  0.117
14 H 1.387 -1.140 2.786  0.132
15 H 3.032 -1.131 -0.626  0.045
16 H -2.221 -0.422 -0.153  0.129
17 H -2.254 -1.302 3.706  0.099
18 H 1.544 -1.727 -0.954  0.110
19 H -1.691 2.669 -3.306  0.094
20 H 2.140 -0.499 -2.131  0.128
21 H 2.315 1.101 -0.016  0.204
22 H -2.919 -0.293 2.459  0.060
23 H -0.225 1.616 -3.629  0.097
24 H 2.773 -0.466 1.727  0.154
25 H -2.899 -1.927 2.172  0.128